13
Properties=species:S:1:pos:R:3:forces:R:3 method="wB97M-V/def2-TZVPD" lumo_ev="0.39 / 0.39" gap_ev="8.1 / 8.1" smiles=Cc1ncc(O)[nH]1 de_lowest_ev=2.828
C 2.086094 -0.289799 0.168182 0.15 0.08 0.00
C 0.656702 -0.013936 -0.111652 0.28 0.21 0.03
N 0.062115 -0.336727 -1.261788 0.32 0.69 -0.38
C -1.187080 0.120359 -1.119110 0.35 0.17 -0.75
C -1.446425 0.635953 0.144468 0.21 -1.38 -0.52
O -2.320033 -0.360178 0.720124 -0.98 1.07 1.64
N -0.175062 0.599179 0.748969 0.03 -0.48 0.01
H 2.435132 -1.022676 -0.562305 -0.01 0.16 0.11
H 2.227536 -0.689684 1.177745 -0.02 0.11 -0.14
H 2.675392 0.623797 0.063402 0.11 -0.08 0.01
H -1.975834 -0.061398 -1.839556 0.21 -0.26 -0.03
H -3.171189 -0.285456 0.285753 -0.31 0.13 0.10
H 0.132651 1.080571 1.585767 -0.34 -0.43 -0.08

***

13
Properties=species:S:1:pos:R:3:forces:R:3 method="wB97M-V/def2-TZVPD" lumo_ev=0.90 gap_ev=8.3 smiles=Nc1[nH]ccc1O de_lowest_ev=1.283
N 1.860779 0.977684 -0.059465 0.07 -0.17 0.04
C 0.577935 0.466950 0.254770 -0.17 -0.16 -0.27
N -0.493845 1.276399 -0.018709 0.03 0.02 -0.18
C -1.616928 0.520263 -0.195373 -0.11 -0.05 0.00
C -1.278554 -0.795424 0.030079 -0.07 -0.03 -0.01
C 0.106516 -0.817998 0.353589 -0.06 0.34 -0.11
O 0.931570 -1.883321 0.607416 -0.13 -0.19 -0.18
H 1.834097 1.078699 -1.074953 0.39 0.16 0.15
H 2.554661 0.260134 0.121999 0.04 0.13 0.18
H -0.417799 2.280544 -0.050144 -0.10 -0.17 -0.11
H -2.543585 0.972849 -0.515170 0.03 -0.12 0.24
H -1.908611 -1.658375 -0.143194 -0.03 0.14 0.26
H 0.393759 -2.678408 0.689150 0.10 0.09 -0.02

***

13
Properties=species:S:1:pos:R:3:forces:R:3 method="wB97M-V/def2-TZVPD" lumo_ev=0.85 gap_ev=9.7 de_lowest_ev=3.663
C 0.310610 -0.233149 1.776923 -0.20 -0.25 0.52
C 1.410655 -0.093326 0.292663 -0.06 0.25 -0.13
C 0.521471 0.996744 0.472869 0.27 0.24 0.04
N -0.498652 1.074413 -0.484734 0.10 -0.30 -0.05
C -0.262635 0.014346 -1.190066 -0.19 0.00 -0.01
N -0.913714 -0.388777 -2.304077 -0.08 -0.02 0.05
O 0.768266 -0.753953 -0.787638 0.02 -0.04 -0.09
H 1.002633 -0.051721 2.594925 -0.08 0.02 -0.13
H -0.681237 0.158039 2.026404 0.07 0.03 -0.13
H 0.206504 -1.304363 1.614639 0.02 0.13 -0.09
H 0.740523 1.871677 1.072762 0.01 -0.15 -0.04
H -0.809861 -1.348680 -2.589403 0.04 0.10 0.04
H -1.794562 0.058750 -2.495267 0.08 -0.02 0.01

***

13
Properties=species:S:1:pos:R:3:forces:R:3 method="wB97M-V/def2-TZVPD" lumo_ev="-0.11 / -0.11" gap_ev="8.4 / 8.4" smiles="[H]/N=C/OC=C.C#N" de_lowest_ev=5.147
H -3.224997 0.815989 -1.189287 0.03 -0.11 -0.11
N -2.259391 0.640491 -0.928259 -0.08 0.01 0.34
C -2.201425 0.188026 0.243071 -0.24 0.36 -0.24
O -1.036508 -0.106046 0.860282 -0.18 0.71 0.34
C 0.112259 -0.201644 0.148283 0.10 0.09 0.41
C 1.247177 -0.249896 0.910755 -0.72 -0.16 0.69
H -3.007813 -0.041381 0.940633 -0.09 0.12 -0.20
H -0.011309 -0.044117 -0.926415 0.00 -1.01 0.21
H 1.298872 0.410183 1.768350 -0.67 -0.49 0.69
H 1.894629 -1.106581 0.999719 0.65 0.44 -0.68
C 2.461763 -0.244653 -0.832961 1.36 0.30 -1.33
N 3.434102 0.387299 -0.866720 -0.57 -0.35 0.00
H 1.684853 -0.934931 -1.155372 0.40 0.11 -0.10

***

13
Properties=species:S:1:pos:R:3:forces:R:3 method="wB97M-V/def2-TZVPD" lumo_ev=0.88 gap_ev=8.8 smiles="N/N=C1/C=CCO1" de_lowest_ev=4.920
N 2.758162 -0.291270 -0.121121 -1.01 -1.14 3.30
N 1.678273 0.659066 -0.034951 -2.19 0.15 -0.70
C 0.395061 0.281665 -0.064160 6.32 3.41 -0.33
C -0.659489 1.280789 -0.034180 -2.02 -1.82 -0.20
C -1.772212 0.551198 0.034348 -3.18 -1.88 0.52
C -1.378816 -0.929047 -0.057008 -6.14 0.05 0.96
O -0.097055 -0.925344 -0.156237 6.32 -1.99 0.65
H 3.772189 0.192617 0.048447 -3.74 -1.22 0.11
H 2.378562 -0.930510 0.763895 2.68 1.40 -2.77
H -0.670655 2.286819 -0.298570 0.77 1.59 0.26
H -2.951963 0.599154 0.114300 2.75 1.11 -0.35
H -1.671338 -1.217445 -1.098964 -1.25 -0.74 1.13
H -1.780724 -1.557690 0.904198 0.68 1.07 -2.59

***

13
Properties=species:S:1:pos:R:3:forces:R:3 method="wB97M-V/def2-TZVPD" lumo_ev=0.74 gap_ev=8.8 de_lowest_ev=3.117
N -1.488633 1.431347 0.073728 0.10 -0.02 0.29
C -0.473499 0.462290 -0.086826 0.11 -0.35 0.04
C 0.545781 0.048782 0.753666 -1.67 -1.95 -0.75
O 0.913828 0.759900 1.870352 1.76 1.68 -2.56
C 1.125934 -1.137521 0.224323 -0.16 -0.20 -0.04
C 0.432248 -1.407334 -0.924206 -0.11 -0.04 -0.34
N -0.510101 -0.431264 -1.114311 -0.07 -0.34 -0.22
H -1.108075 2.320230 0.386204 0.03 -0.09 -0.15
H -2.064173 1.104708 0.847254 -0.20 0.22 -0.13
H 1.307381 1.138184 0.838860 0.25 0.93 3.90
H 1.919647 -1.731412 0.657263 -0.11 0.17 -0.06
H 0.516776 -2.228352 -1.616836 0.10 0.09 -0.03
H -1.117114 -0.329558 -1.909471 -0.02 -0.10 0.07

***

13
Properties=species:S:1:pos:R:3:forces:R:3 method="wB97M-V/def2-TZVPD" lumo_ev=0.18 gap_ev=8.6 de_lowest_ev=6.107
C 2.017471 -0.275640 -0.926019 0.03 0.03 0.03
C 0.720774 0.090904 -0.244158 0.09 -0.57 -0.30
N -0.062763 1.117931 -0.895611 0.40 -0.17 0.24
O -1.238289 1.028089 -0.278964 -0.12 -0.05 0.20
C -1.203368 -0.001219 0.637867 0.01 -0.10 0.16
N -2.382412 -0.161785 1.320800 0.07 -0.05 -0.11
C 0.015352 -0.635994 0.753649 -0.16 0.25 -0.22
H 2.334999 0.487840 -1.642804 -0.09 -0.08 0.15
H 2.806166 -0.436973 -0.187729 -0.16 0.02 -0.08
H 1.867392 -1.216303 -1.462932 -0.01 0.14 0.08
H -2.416412 -1.020754 1.850411 0.04 0.12 -0.08
H -3.238448 0.063307 0.834399 0.13 0.01 0.02
H 0.839490 1.224206 0.184883 -0.24 0.45 -0.10

***

13
Properties=species:S:1:pos:R:3:forces:R:3 method="wB97M-V/def2-TZVPD" lumo_ev=0.90 gap_ev=8.6 smiles=Nc1cc[nH]c1O de_lowest_ev=1.539
N 1.093594 0.868265 -1.425316 0.18 -0.13 -0.17
C 0.626368 0.106141 -0.304413 -0.34 -0.05 -0.03
C 0.216924 -1.263924 -0.357687 -0.27 -0.13 -0.05
C -0.841457 -1.413796 0.489807 -0.05 -0.07 0.04
N -1.027081 -0.211148 1.149296 0.04 0.02 0.15
C -0.110619 0.692319 0.691950 -0.04 -0.25 -0.14
O -0.110283 1.944988 1.209688 -0.11 0.06 -0.09
H 0.262538 0.877189 -2.018042 0.32 0.47 -0.14
H 1.757409 0.338769 -1.979184 0.31 0.05 0.23
H 0.681223 -2.031503 -0.965663 -0.32 0.13 -0.07
H -1.527952 -2.238731 0.613515 0.25 0.05 0.26
H -1.817409 0.058599 1.710122 0.16 -0.18 0.16
H 0.796743 2.272833 1.185926 -0.14 0.03 -0.15

***

13
Properties=species:S:1:pos:R:3:forces:R:3 method="wB97M-V/def2-TZVPD" lumo_ev=0.62 gap_ev=8.3 smiles="NC1=CCC(O)=N1" de_lowest_ev=1.437
N -2.365589 -0.365655 0.044697 -0.03 -0.02 -0.14
C -1.013015 -0.110601 0.005675 -0.07 0.27 0.00
C -0.362919 1.048352 0.271715 -0.11 -0.24 0.29
C 1.079334 0.672961 0.316172 0.25 -0.37 0.24
C 1.023316 -0.684349 -0.298504 -0.32 -0.15 -0.50
O 2.110719 -1.374698 -0.659505 0.10 -0.27 0.17
N -0.157694 -1.193153 -0.299703 0.25 0.14 -0.36
H -2.664630 -1.192819 -0.448521 0.09 0.08 -0.06
H -2.956958 0.439942 -0.094955 0.02 -0.15 0.07
H -0.797186 2.034776 0.386796 0.18 -0.26 0.30
H 1.819015 1.424921 0.017913 -0.03 -0.48 -0.03
H 1.383425 0.139418 1.274870 -0.14 1.50 0.13
H 2.902177 -0.839099 -0.516644 -0.19 -0.04 -0.10

***

13
Properties=species:S:1:pos:R:3:forces:R:3 method="wB97M-V/def2-TZVPD" lumo_ev=0.79 gap_ev=10.2 smiles="c1cn[nH]c1.C=O" de_lowest_ev=2.026
C 0.135323 -0.091581 0.999206 -0.06 0.01 0.00
C 0.013296 -1.489277 1.158073 0.04 -0.08 0.04
N -1.181851 -1.927130 0.787768 0.19 0.14 0.04
N -1.827949 -0.820989 0.393891 -0.13 0.10 -0.07
C -1.083701 0.303547 0.496551 0.01 -0.08 0.04
H 0.979667 0.543697 1.225786 -0.14 -0.12 -0.03
H 0.749056 -2.193982 1.524239 -0.12 0.11 -0.04
H -2.777089 -0.905120 0.067633 0.15 0.04 0.03
H -1.458920 1.273594 0.203814 0.06 -0.16 0.04
C 1.619684 1.319295 -1.717227 -0.37 0.37 0.12
O 0.762266 2.117078 -1.421938 0.54 -0.45 -0.20
H 2.395958 1.550450 -2.472427 -0.11 0.03 0.06
H 1.674259 0.320420 -1.245368 -0.07 0.09 -0.02

***

13
Properties=species:S:1:pos:R:3:forces:R:3 method="wB97M-V/def2-TZVPD" lumo_ev=0.80 gap_ev=8.0 de_lowest_ev=2.947
N -0.294430 2.350273 0.191530 -0.08 0.46 0.62
C 0.307305 1.297754 -0.009383 0.97 0.44 -0.32
C 1.088489 0.233494 -0.036990 -0.54 0.39 -0.47
O 2.472271 0.339387 0.008674 -0.15 -0.03 0.19
C 0.581954 -1.113440 -0.116005 -0.23 -0.29 0.87
C -0.698945 -1.477183 0.088068 0.19 -0.77 -1.20
N -1.835959 -0.711799 -0.086376 0.18 0.42 0.58
H -0.392110 3.017248 -0.575103 -0.19 -0.43 -0.32
H 2.726954 1.265474 0.072009 -0.03 -0.01 0.00
H 1.352367 -1.868469 -0.126683 -0.05 -0.17 0.06
H -0.920895 -2.534301 0.164296 0.09 -0.06 0.00
H -2.675096 -1.073608 0.340221 0.10 0.02 0.02
H -1.711904 0.275169 0.085741 -0.24 0.03 -0.03

***

13
Properties=species:S:1:pos:R:3:forces:R:3 method="wB97M-V/def2-TZVPD" lumo_ev=0.90 gap_ev=9.7 de_lowest_ev=3.859
C -0.569778 1.189175 -0.607315 0.88 -0.44 -1.87
C 1.790758 -0.604032 0.382202 -1.48 0.41 -0.59
C -0.803373 -0.346906 -0.886535 -1.04 0.13 -1.59
C -0.764279 -0.446469 0.643131 1.69 -4.55 -0.45
N 1.012090 -1.270387 1.104590 -2.28 1.35 0.04
N -0.652104 0.893691 0.741761 0.43 3.14 2.07
O -0.322741 2.153820 -1.294260 -0.54 -0.81 1.36
H 2.861628 -0.524810 0.529533 0.21 -0.45 -0.13
H 1.292336 -0.026541 -0.438818 1.45 0.19 0.43
H -1.794252 -0.515783 -1.371597 0.40 0.17 0.74
H -0.114987 -0.895992 -1.593739 -0.29 0.68 1.29
H -1.533536 -1.035821 1.193809 1.03 0.54 -0.16
H -0.401761 1.430056 1.597238 -0.45 -0.37 -1.13

***

13
Properties=species:S:1:pos:R:3:forces:R:3 method="wB97M-V/def2-TZVPD" lumo_ev="0.48 / 0.48" gap_ev="8.1 / 8.1" de_lowest_ev=4.048
N 0.411219 -2.024916 0.001441 -0.08 0.07 0.09
C 0.194583 -0.637248 -0.046928 0.07 0.06 -0.09
C -0.860585 0.154263 0.517412 0.19 0.07 -0.04
O -1.875951 -0.328567 1.265630 0.04 -0.01 0.44
C -0.436945 1.544982 0.265693 0.04 0.06 -0.12
C 0.712616 1.509114 -0.453976 -0.16 0.11 0.16
N 1.077247 0.186263 -0.651474 -0.05 -0.25 0.18
H -0.462170 -2.525532 -0.146260 0.05 0.13 0.02
H 0.681861 -2.251317 0.958222 0.03 -0.12 -0.10
H -1.646519 -0.211025 -0.246222 0.06 0.08 -0.54
H -0.980259 2.425524 0.579972 0.09 -0.14 -0.06
H 1.326266 2.307057 -0.849148 -0.16 -0.12 0.00
H 1.858637 -0.148600 -1.194361 -0.11 0.06 0.05

***

13
Properties=species:S:1:pos:R:3:forces:R:3 method="wB97M-V/def2-TZVPD" lumo_ev=0.72 gap_ev=8.1 smiles=Nc1ccc(O)[nH]1 de_lowest_ev=1.062
N 0.549037 2.212713 -0.149534 -0.22 0.34 0.19
C 0.410802 0.812737 -0.117031 -0.06 -0.01 -0.31
C 1.000194 -0.141874 -0.900290 0.11 0.28 0.09
C 0.474857 -1.408615 -0.501573 -0.14 -0.20 0.02
C -0.414905 -1.172764 0.497683 0.04 0.07 -0.21
O -1.228779 -2.003271 1.209043 -0.23 -0.12 0.06
N -0.477329 0.184029 0.724725 0.09 0.03 0.08
H 0.251878 2.600368 -1.036812 0.12 -0.10 -0.01
H 0.000282 2.679198 0.567803 0.23 -0.18 -0.07
H 1.717608 0.047312 -1.684842 -0.04 -0.01 0.11
H 0.707684 -2.375562 -0.915739 -0.02 0.02 0.00
H -2.087196 -2.019181 0.762911 0.16 -0.12 0.18
H -0.904135 0.584911 1.543655 -0.05 0.01 -0.11

***

13
Properties=species:S:1:pos:R:3:forces:R:3 method="wB97M-V/def2-TZVPD" lumo_ev="-0.82 / -1.01" gap_ev="8.4 / 7.7" de_lowest_ev=8.994
O -2.673473 -1.051525 -0.965594 1.10 0.79 0.62
C -1.874950 -0.394130 -0.467175 -1.25 -0.53 -0.77
N -0.185608 0.241682 -1.547184 0.10 0.79 -0.92
C 0.611687 0.908951 -0.548124 -0.09 -0.27 0.31
C 0.717027 -0.265142 0.409663 -0.03 -0.21 -0.16
C 0.347693 -0.469882 1.835884 0.44 -0.08 0.06
N -0.115895 -1.246885 0.661432 -0.02 0.19 0.05
H -0.474166 0.968647 -2.220484 -0.13 -0.39 -0.04
H 0.219800 1.833537 -0.085620 -0.39 -0.39 -0.08
H 1.601416 1.161909 -0.934892 -0.08 0.08 0.20
H 1.268112 -0.896903 -0.963722 -0.10 0.08 1.02
H 1.034390 -0.904431 2.555548 -0.11 -0.19 -0.13
H -0.476032 0.114172 2.270267 0.54 0.14 -0.16

***

13
Properties=species:S:1:pos:R:3:forces:R:3 method="wB97M-V/def2-TZVPD" lumo_ev=0.01 gap_ev=8.3 de_lowest_ev=5.251
C 0.246690 -0.022965 -2.414802 0.00 0.09 -0.09
C 0.079957 0.279005 -0.960818 0.02 0.25 -0.31
N -0.043510 1.530712 -0.572010 0.05 -0.28 -0.32
O -0.184957 1.491170 0.823889 -0.01 -0.32 0.35
C -0.122569 0.172442 1.082631 0.04 -0.28 -0.23
N -0.215699 -0.432490 2.413344 -0.01 -0.08 0.12
C 0.039130 -0.712993 0.094832 -0.02 0.40 -0.14
H 0.267211 0.893421 -3.007321 0.00 -0.10 0.01
H 1.174465 -0.583478 -2.573015 -0.14 0.12 0.03
H -0.575223 -0.661623 -2.756631 0.12 0.12 0.06
H -1.115613 -0.352985 2.895902 0.14 0.02 -0.17
H 0.545998 -0.231046 3.067758 -0.10 0.00 -0.19
H -0.095880 -1.369169 1.906242 -0.09 0.05 0.88

***

13
Properties=species:S:1:pos:R:3:forces:R:3 method="wB97M-V/def2-TZVPD" lumo_ev=0.91 gap_ev=9.0 smiles=Nc1ccoc1N de_lowest_ev=2.689
N -0.918780 -1.453500 1.055306 -0.49 -3.72 -1.62
C -0.354710 -0.338407 0.564601 1.36 5.25 1.42
C 0.093238 0.896578 1.217494 -0.88 1.79 4.36
C 0.650192 1.783873 0.364199 0.17 -0.35 1.43
O 0.665132 1.165709 -0.845072 0.79 1.53 0.31
C 0.087630 -0.048618 -0.645299 0.56 1.22 -0.62
N 0.223913 -0.844526 -1.671421 1.99 -4.37 -5.60
H -0.841379 -2.079313 0.192155 -0.35 0.28 1.76
H -1.913072 -1.432074 1.256938 0.14 0.52 0.19
H -0.006529 1.295244 2.317235 -0.05 -1.48 -2.06
H 1.154550 2.753333 0.698076 -0.87 -1.50 -1.50
H 1.221844 -1.202747 -1.909118 -2.02 0.78 1.16
H -0.062028 -0.495550 -2.595095 -0.35 0.04 0.78

***

13
Properties=species:S:1:pos:R:3:forces:R:3 method="wB97M-V/def2-TZVPD" lumo_ev=0.38 gap_ev=9.9 de_lowest_ev=3.310
C -2.261910 -0.064968 -0.316099 -0.03 0.00 0.00
C -0.787921 -0.352057 -0.122541 -0.02 -0.18 -0.07
O -0.204536 0.870539 0.385614 0.23 0.21 0.07
C 1.075640 1.163781 0.420480 -0.14 -0.34 -0.14
N 1.873144 0.115103 0.014179 -0.01 0.16 -0.02
C 3.194895 0.355410 -0.153116 0.99 0.17 -0.16
N 4.321178 0.549436 -0.337060 -1.05 -0.24 0.22
H -2.394091 0.727529 -1.058679 0.01 -0.13 0.12
H -2.785845 -0.961099 -0.662051 0.09 0.11 0.06
H -2.708631 0.267509 0.624891 0.05 -0.08 -0.13
H -0.315870 -0.619941 -1.076598 -0.07 0.06 0.13
H -0.618551 -1.156731 0.603701 -0.03 0.12 -0.09
H 1.565624 -0.822228 -0.234565 -0.03 0.14 0.01

***

13
Properties=species:S:1:pos:R:3:forces:R:3 method="wB97M-V/def2-TZVPD" lumo_ev=0.77 gap_ev=10.6 smiles="CC1=N[C@@H]1C(N)=O" de_lowest_ev=1.797
C 1.572309 -1.213646 1.326781 0.08 0.00 -0.01
C 0.625770 -0.942245 0.223119 -0.15 -0.41 -0.30
N 0.143954 -1.490878 -0.791353 0.22 0.09 0.54
C -0.577752 -0.272145 -0.233651 -0.31 0.14 -0.04
C -0.595504 0.910310 -1.165581 0.16 0.00 -0.14
N -1.569236 1.836598 -0.898809 0.06 0.11 -0.03
O 0.129141 0.985336 -2.137979 -0.15 0.05 0.37
H 2.354225 -1.905152 1.004051 -0.09 0.13 -0.01
H 2.012414 -0.308754 1.749813 -0.07 -0.08 -0.15
H 0.989119 -1.707078 2.113890 0.12 0.11 -0.04
H -1.511227 -0.469911 0.297683 0.03 0.06 -0.17
H -1.972525 1.936608 0.018138 0.03 -0.17 -0.10
H -1.600690 2.640957 -1.506102 0.07 -0.05 0.09